# 1
22
Properties=species:S:1:pos:R:3:mulliken_charge:R:1 method="wB97M-V/def2-TZVPD" total_charge=+1 e_homo_ev=-13.83 gap_ev=5.99 spin_multiplicity=1 de_lowest_kcal_mol=81.59
O -0.80 1.07 -1.82 -0.3108
C -1.04 1.50 -0.74 -0.3840
C -0.40 0.88 0.46 -0.0031
C 0.77 0.12 0.33 0.5570
C 0.20 -1.36 0.09 -1.2404
C 1.74 0.17 1.54 -0.5634
C 3.01 -0.62 1.27 -1.2609
N -3.13 -0.93 -1.17 -0.6323
H -1.78 2.31 -0.61 0.4534
H -1.00 0.98 1.36 0.4056
H 1.23 0.41 -0.61 0.3576
H -0.42 -1.33 -0.81 0.3550
H -0.44 -1.69 0.91 0.3705
H 1.03 -2.03 -0.08 0.4100
H 1.22 -0.20 2.43 0.3515
H 1.99 1.22 1.69 0.3697
H 2.85 -1.69 1.27 0.3503
H 3.73 -0.40 2.04 0.3880
H 3.47 -0.28 0.33 0.3461
H -3.98 -1.33 -1.56 0.2624
H -2.54 -0.84 -1.99 0.2352
H -3.36 -0.03 -0.79 0.1825


# 2
167
Properties=species:S:1:pos:R:3:mulliken_charge:R:1 method="wB97M-V/def2-TZVPD" total_charge=+1 e_homo_ev=-10.36 gap_ev=6.21 spin_multiplicity=1
C 2.75 -5.35 5.30 -0.9508
C 3.01 -3.79 5.00 -0.4435
C 2.05 -3.18 3.83 -1.3674
C 2.44 -3.69 2.36 1.2938
C 3.95 -3.17 2.02 -1.2818
C 1.46 -3.21 1.18 0.3492
C 0.57 -1.93 1.47 -0.5703
C -0.39 -1.36 0.33 0.2034
C -1.32 -0.07 0.54 0.0326
C -1.41 0.76 1.93 -0.4723
C -3.00 0.68 2.37 -0.3984
C -3.42 -0.81 2.86 -0.2467
C -3.99 -1.74 1.67 -0.1242
C -5.60 -1.94 1.71 -0.7232
N -6.10 -2.45 3.03 -0.5836
N -2.16 0.45 -0.53 0.3410
C -2.24 -0.16 -1.85 -0.2255
P -3.35 0.52 -3.25 0.6645
O -4.75 0.69 -2.60 -0.6559
O -3.47 -0.73 -4.40 -0.4631
O -2.79 1.99 -3.89 -0.4070
C -1.39 -1.44 -2.15 -0.8779
C -0.42 -2.10 -1.06 0.0922
C 0.44 -3.41 -1.37 1.4217
P 0.19 -4.16 -3.09 0.1989
O 0.98 -5.67 -3.27 -0.4931
I -2.23 -4.76 -3.28 -0.0558
C 1.38 -3.92 -0.24 -0.6331
C 2.32 -5.19 -0.51 -0.5627
C 3.61 -4.76 -1.39 0.0614
O 4.77 -4.87 -0.86 -0.5792
N 3.54 -4.27 -2.78 0.5166
C 4.40 -5.06 -3.71 -0.7967
C 3.78 -2.80 -2.88 -0.8428
H 2.11 -5.89 4.51 0.2802
H 2.24 -5.53 6.33 0.1922
H 3.77 -5.89 5.38 0.2878
H 2.88 -3.23 6.00 0.3594
H 4.13 -3.65 4.73 0.2775
H 2.14 -2.03 3.95 0.3598
H 0.97 -3.53 4.12 0.3397
H 2.46 -4.85 2.42 0.1437
H 4.71 -4.05 1.96 0.1890
H 4.28 -2.44 2.85 0.4636
H 3.99 -2.65 0.99 0.2909
H 0.58 -1.34 2.45 -0.1121
H -0.84 0.22 2.77 0.0789
H -1.10 1.85 1.80 0.3221
H -3.19 1.46 3.19 -0.0515
H -3.70 0.94 1.49 0.2323
H -4.20 -0.71 3.69 0.5083
H -2.45 -1.29 3.27 -0.0976
H -3.74 -1.37 0.61 -0.0387
H -3.52 -2.80 1.78 0.3063
H -6.14 -0.98 1.36 0.3115
H -5.85 -2.76 0.92 0.3294
H -5.99 -3.48 3.00 0.2563
H -7.13 -2.30 2.99 0.2523
H -2.77 1.28 -0.37 0.3907
H -3.68 -0.31 -5.27 0.3301
H -2.10 1.84 -4.58 0.3163
H -1.49 -1.85 -3.22 0.4762
H 0.49 -6.29 -2.68 0.3550
H 1.75 -6.10 -0.94 0.3721
H 2.76 -5.58 0.49 0.1710
H 5.51 -4.83 -3.53 0.2775
H 4.18 -6.17 -3.52 0.3266
H 4.10 -4.80 -4.79 0.1560
H 3.17 -2.22 -2.11 0.2464
H 4.91 -2.57 -2.86 0.3053
H 3.37 -2.47 -3.92 0.2936
C -0.80 -1.53 7.27 -1.0749
C -1.12 -2.82 6.57 0.7407
O -1.44 -2.86 5.38 -0.6933
N -1.06 -3.97 7.29 -0.1555
C -0.71 -4.13 8.68 -0.5331
H -0.90 -0.70 6.56 0.2836
H -1.50 -1.36 8.09 0.4431
H 0.22 -1.54 7.64 0.1765
H -1.29 -4.79 6.75 0.2687
H 0.16 -4.79 8.74 0.2728
H -1.56 -4.61 9.19 0.3110
H -0.49 -3.18 9.17 0.0017
C 1.05 0.81 10.65 -1.4221
C 0.60 -0.62 10.57 0.8133
O -0.38 -0.96 9.91 -0.6189
N 1.31 -1.56 11.26 -0.1172
C 2.48 -1.37 12.08 -0.8878
H 0.38 1.44 10.06 0.2996
H 1.01 1.16 11.69 0.4038
H 2.06 0.91 10.26 0.3773
H 0.94 -2.49 11.15 0.1855
H 3.29 -1.97 11.67 0.2948
H 2.25 -1.72 13.09 0.3024
H 2.79 -0.32 12.13 0.3350
C -1.89 7.66 -3.46 -1.3186
C -0.91 6.54 -3.70 0.7669
O 0.23 6.75 -4.11 -0.6177
N -1.31 5.27 -3.43 -0.1053
C -2.59 4.81 -2.94 -0.7298
H -1.42 8.61 -3.72 0.3005
H -2.77 7.53 -4.09 0.3752
H -2.18 7.69 -2.41 0.3637
H -0.59 4.58 -3.62 0.1904
H -2.42 4.28 -2.00 0.1592
H -3.01 4.12 -3.67 0.2636
H -3.29 5.63 -2.77 0.3602
C 3.61 -4.87 -8.06 -1.2390
C 4.91 -4.17 -7.74 0.7891
O 5.47 -4.31 -6.66 -0.6573
N 5.45 -3.37 -8.69 -0.1376
C 4.94 -3.07 -10.02 -0.6505
H 3.31 -5.48 -7.21 0.2635
H 2.83 -4.14 -8.26 0.3450
H 3.75 -5.53 -8.92 0.3843
H 6.31 -2.93 -8.41 0.2362
H 5.69 -3.38 -10.75 0.2703
H 4.78 -2.00 -10.09 0.1829
H 4.00 -3.59 -10.23 0.2924
C -0.68 5.80 5.11 -1.3019
C -1.40 4.48 5.12 0.8792
O -0.90 3.47 5.63 -0.6613
N -2.63 4.41 4.55 -0.0145
C -3.38 5.47 3.91 -0.8607
H 0.29 5.69 5.60 0.3049
H -0.51 6.12 4.08 0.3410
H -1.26 6.55 5.66 0.3684
H -3.05 3.50 4.60 0.1035
H -4.32 5.59 4.44 0.2772
H -3.58 5.17 2.88 0.2199
H -2.84 6.42 3.91 0.4086
C -7.38 2.88 5.39 -1.3491
C -6.94 3.96 4.44 0.7330
O -5.76 4.15 4.17 -0.5852
N -7.90 4.74 3.88 -0.1637
C -9.33 4.69 4.07 -0.8668
H -6.50 2.34 5.76 0.2638
H -7.90 3.32 6.25 0.3860
H -8.03 2.17 4.88 0.3944
H -7.53 5.44 3.25 0.2330
H -9.80 4.51 3.09 0.2917
H -9.66 5.65 4.45 0.2900
H -9.63 3.90 4.76 0.3367
C 2.20 5.72 -6.41 -1.3834
C 2.58 4.80 -7.54 0.9414
O 1.81 4.51 -8.44 -0.6833
N 3.84 4.28 -7.54 -0.0347
C 4.90 4.49 -6.57 -0.9116
H 1.17 6.06 -6.55 0.2872
H 2.27 5.19 -5.46 0.3648
H 2.85 6.60 -6.40 0.3632
H 4.02 3.67 -8.32 0.0860
H 5.76 4.91 -7.10 0.2866
H 5.18 3.52 -6.16 0.2940
H 4.60 5.16 -5.77 0.3539
C 2.71 0.73 -12.00 -1.2059
C 3.72 1.13 -10.95 0.7856
O 4.39 0.30 -10.35 -0.6816
N 3.88 2.45 -10.69 -0.1385
C 3.19 3.58 -11.29 -0.7551
H 2.70 -0.36 -12.09 0.2500
H 1.71 1.06 -11.70 0.3429
H 2.98 1.16 -12.96 0.3558
H 4.58 2.64 -9.98 0.2573
H 3.94 4.23 -11.75 0.2857
H 2.68 4.13 -10.50 0.1765
H 2.47 3.27 -12.04 0.3222


# 3
16
Properties=species:S:1:pos:R:3:mulliken_charge:R:1 method="wB97M-V/def2-TZVPD" e_homo_ev=-8.06 gap_ev=8.90 spin_multiplicity=1 de_lowest_kcal_mol=85.99 smiles="CC#CN.C=CO"
C -0.06 0.45 -3.15 -1.2436
C 0.20 0.87 -1.78 -0.1301
C 0.39 1.39 -0.71 0.6096
N 0.82 2.03 0.40 -0.5227
C -0.45 -0.80 1.99 0.2852
C -1.23 -1.85 2.25 -0.8042
O 0.83 -0.88 1.49 -0.4876
H 1.10 -1.80 1.36 0.2624
H 1.65 2.60 0.27 0.2445
H 0.90 1.40 1.19 0.2326
H -0.64 0.16 2.46 0.2626
H -0.01 1.31 -3.82 0.2800
H 0.67 -0.28 -3.49 0.2722
H -1.06 0.02 -3.23 0.2839
H -2.09 -1.79 2.90 0.2283
H -1.02 -2.83 1.86 0.2268